Entry 1:
Density functional theory data (ωB97M-V/def2-TZVPD) for 5 unconnected molecules or ions with the total composition C30H33F4N4O.

orbital gap: 6.114 eV
HOMO level: -0.3841 Ha
LUMO energy: -0.159 Eh
largest force on an atom: 0.1569 hartree/bohr
total charge: +1

```
72
Properties=species:S:1:pos:R:3:lowdin_charge:R:1
C -1.258 0.957 4.722 -0.018
C -2.877 1.270 4.980 -0.268
O -3.148 2.185 5.914 -0.028
N -3.871 0.461 4.183 -0.129
C -3.679 0.565 2.691 -0.064
N -5.175 0.614 4.595 -0.101
C -6.019 -0.616 4.833 -0.062
C -7.509 0.143 4.839 -0.142
N -7.240 1.649 5.045 0.014
C -5.914 1.886 4.293 -0.120
N -5.644 2.997 3.539 0.224
H -1.064 0.347 3.733 0.082
H -0.635 1.946 4.640 0.104
H -0.879 0.256 5.608 0.116
H -4.680 0.624 2.068 0.118
H -2.998 1.524 2.494 0.104
H -3.086 -0.372 2.263 0.118
H -5.797 -0.866 5.966 0.150
H -6.002 -1.491 4.055 0.153
H -8.028 0.109 3.788 0.134
H -8.197 -0.315 5.668 0.143
H -6.863 1.724 6.034 0.143
H -4.707 3.419 3.354 0.152
H -6.487 3.509 3.138 0.175
F 0.333 2.174 0.892 0.055
C -0.128 3.427 1.009 -0.304
C -1.400 3.734 0.539 -0.051
C -1.883 5.037 0.665 -0.090
C -1.083 6.021 1.252 -0.091
C 0.194 5.703 1.717 -0.071
C 0.672 4.398 1.600 -0.010
H -2.004 2.959 0.078 0.111
H -2.879 5.286 0.308 0.104
H -1.458 7.038 1.346 0.105
H 0.816 6.471 2.169 0.111
H 1.659 4.132 1.964 0.120
F -1.344 4.205 -2.739 0.054
C -0.378 3.507 -3.351 -0.288
C 0.222 2.443 -2.687 -0.011
C 1.225 1.712 -3.325 -0.066
C 1.623 2.062 -4.618 -0.087
C 1.019 3.135 -5.274 -0.080
C 0.009 3.858 -4.639 -0.018
H -0.095 2.191 -1.680 0.094
H 1.695 0.874 -2.818 0.084
H 2.408 1.495 -5.114 0.104
H 1.334 3.408 -6.278 0.107
H -0.478 4.689 -5.138 0.116
F 2.477 -0.404 -1.327 0.039
C 3.631 -1.010 -1.635 -0.295
C 3.606 -2.254 -2.256 -0.008
C 4.808 -2.884 -2.581 -0.074
C 6.022 -2.267 -2.271 -0.083
C 6.037 -1.021 -1.643 -0.079
C 4.835 -0.386 -1.328 -0.019
H 2.653 -2.722 -2.481 0.117
H 4.799 -3.853 -3.073 0.068
H 6.959 -2.761 -2.520 0.106
H 6.983 -0.545 -1.398 0.107
H 4.829 0.587 -0.848 0.115
F 4.932 -5.279 -4.755 0.054
C 4.719 -6.503 -4.255 -0.286
C 4.688 -6.684 -2.876 -0.021
C 4.461 -7.957 -2.355 -0.080
C 4.279 -9.040 -3.219 -0.096
C 4.317 -8.850 -4.601 -0.080
C 4.533 -7.574 -5.122 -0.015
H 4.840 -5.832 -2.220 0.101
H 4.427 -8.107 -1.279 0.106
H 4.107 -10.034 -2.812 0.102
H 4.179 -9.694 -5.272 0.107
H 4.557 -7.406 -6.194 0.117
```

=====

Entry 2:
Density functional theory data (ωB97M-V/def2-TZVPD) for 8 unconnected molecules or ions with the total composition C31H67BBrN2O25Si.

orbital gap: 6.742 eV
HOMO level: -0.1840 Ha
LUMO energy: 0.064 Eh
largest force on an atom: 0.0401 hartree/bohr
total charge: -1

```
128
Properties=species:S:1:pos:R:3:lowdin_charge:R:1
C 9.155 -3.080 0.488 -0.065
C 9.563 -1.658 -0.059 -0.403
O 10.936 -1.396 0.196 -0.057
C 8.602 -0.624 0.623 -0.204
N 8.085 0.382 -0.315 -0.065
C 7.513 1.544 0.393 -0.201
C 6.262 1.200 1.268 -0.234
O 5.105 1.312 0.467 -0.023
B 4.097 0.359 0.926 -0.878
O 2.774 0.355 0.225 -0.043
C 2.133 -0.690 0.925 -0.402
Si 0.285 -0.860 0.486 0.592
C -0.452 0.760 -0.244 -0.191
C 0.214 -2.120 -0.978 -0.189
C -0.809 -1.606 1.857 -0.204
C 2.614 -0.505 2.456 -0.807
N 1.634 -0.305 3.491 0.036
Br 3.449 -2.285 2.921 0.643
O 3.649 0.417 2.345 -0.023
H 9.927 -3.852 0.271 0.074
H 8.223 -3.410 -0.031 0.081
H 8.934 -3.022 1.575 0.078
H 9.340 -1.682 -1.151 0.140
H 11.034 -0.938 1.032 0.074
H 7.730 -1.196 1.017 0.110
H 9.092 -0.167 1.530 0.127
H 8.842 0.722 -0.906 0.104
H 8.262 2.102 1.018 0.105
H 7.153 2.259 -0.386 0.120
H 6.310 0.195 1.746 0.105
H 6.217 1.944 2.103 0.121
H 4.531 -0.754 0.662 0.114
H 2.551 -1.695 0.648 0.059
H -1.546 0.641 -0.429 0.025
H 0.095 1.033 -1.176 0.026
H -0.359 1.622 0.462 0.023
H 1.149 -1.963 -1.572 0.025
H 0.238 -3.159 -0.569 0.027
H -0.686 -1.949 -1.604 0.019
H -0.266 -2.504 2.244 0.036
H -1.817 -1.855 1.463 0.028
H -0.841 -0.887 2.704 0.009
H 2.039 -0.433 4.410 0.033
H 1.152 0.584 3.409 0.094
C -3.843 -2.626 6.489 -0.042
O -5.019 -1.965 6.022 -0.002
C -5.059 -1.806 4.696 -0.625
O -4.220 -2.161 3.919 0.137
O -6.198 -1.178 4.388 -0.002
C -6.368 -0.943 2.990 -0.035
H -3.919 -2.699 7.572 0.091
H -3.776 -3.631 6.074 0.098
H -2.952 -2.049 6.240 0.101
H -6.400 -1.885 2.441 0.102
H -5.573 -0.302 2.608 0.106
H -7.319 -0.432 2.856 0.075
C -7.906 5.504 2.652 -0.030
O -8.150 5.144 4.013 0.014
C -8.037 3.839 4.256 -0.597
O -7.759 2.993 3.446 0.085
O -8.286 3.633 5.549 0.012
C -8.198 2.263 5.947 -0.032
H -8.025 6.582 2.574 0.094
H -6.887 5.244 2.361 0.103
H -8.628 5.024 1.990 0.097
H -7.191 1.877 5.783 0.100
H -8.931 1.659 5.413 0.098
H -8.418 2.219 7.011 0.094
C -3.762 0.620 -4.926 -0.030
O -2.553 0.709 -5.679 -0.044
C -1.442 0.610 -4.935 -0.612
O -1.404 0.460 -3.749 0.140
O -0.386 0.707 -5.745 -0.015
C 0.872 0.614 -5.069 -0.024
H -4.589 0.714 -5.628 0.093
H -3.835 -0.346 -4.428 0.102
H -3.825 1.431 -4.201 0.099
H 0.973 -0.352 -4.575 0.101
H 0.983 1.425 -4.350 0.102
H 1.654 0.705 -5.821 0.094
C 7.380 -4.170 -5.832 -0.058
O 7.169 -2.872 -5.289 -0.006
C 6.350 -2.854 -4.227 -0.628
O 5.817 -3.812 -3.738 0.124
O 6.237 -1.594 -3.817 0.003
C 5.384 -1.416 -2.677 -0.020
H 8.054 -4.062 -6.681 0.088
H 7.847 -4.825 -5.096 0.096
H 6.441 -4.598 -6.184 0.095
H 5.773 -1.960 -1.817 0.096
H 4.366 -1.733 -2.904 0.096
H 5.371 -0.356 -2.436 0.099
C -8.304 1.638 1.237 -0.064
O -8.833 2.463 0.194 0.009
C -8.267 2.269 -0.998 -0.622
O -7.389 1.489 -1.245 0.132
O -8.848 3.097 -1.872 -0.002
C -8.333 2.994 -3.198 -0.048
H -8.833 1.878 2.143 0.071
H -8.467 0.582 1.010 0.097
H -7.247 1.841 1.389 0.096
H -8.495 1.993 -3.597 0.097
H -7.273 3.248 -3.220 0.097
H -8.876 3.707 -3.815 0.091
C 4.080 1.374 10.524 -0.054
O 4.268 1.959 9.239 -0.002
C 3.684 1.283 8.243 -0.624
O 3.047 0.272 8.360 0.126
O 3.933 1.928 7.106 0.009
C 3.365 1.312 5.945 -0.043
H 4.594 2.005 11.247 0.089
H 3.021 1.341 10.781 0.095
H 4.514 0.375 10.560 0.097
H 2.277 1.277 6.022 0.092
H 3.774 0.312 5.799 0.099
H 3.631 1.922 5.084 0.099
C -4.255 -2.071 -11.857 -0.052
O -3.117 -1.402 -11.321 0.000
C -3.243 -1.061 -10.033 -0.624
O -4.202 -1.272 -9.341 0.123
O -2.122 -0.450 -9.657 0.013
C -2.116 -0.026 -8.288 -0.041
H -4.039 -2.297 -12.899 0.091
H -4.438 -3.006 -11.327 0.097
H -5.135 -1.429 -11.814 0.096
H -2.212 -0.880 -7.621 0.102
H -2.910 0.695 -8.107 0.096
H -1.162 0.455 -8.098 0.089
```